{
  "formula": "C6H10O",
  "method": "ωB97M-V with the def2-TZVPD basis set",
  "elements": ["C", "C", "C", "C", "C", "C", "O", "H", "H", "H", "H", "H", "H", "H", "H", "H", "H"],
  "coordinates": [[-1.686, -0.341, 0.521], [-1.064, 0.743, -0.340], [0.074, 1.580, 0.169], [0.326, 0.548, -0.903], [1.066, -0.765, -0.702], [1.692, -1.102, 0.630], [1.514, -0.541, 1.684], [-1.952, 0.024, 1.517], [-1.004, -1.183, 0.671], [-2.589, -0.743, 0.048], [-1.764, 1.252, -0.999], [0.111, 2.623, -0.139], [0.439, 1.384, 1.171], [0.486, 0.957, -1.899], [1.862, -0.874, -1.450], [0.386, -1.606, -0.920], [2.363, -1.988, 0.587]],
  "lowdin_charge": [-0.06, -0.29, -0.08, -0.24, -0.14, -0.25, 0.05, 0.08, 0.06, 0.08, 0.13, 0.10, 0.09, 0.13, 0.12, 0.12, 0.12],
  "orbital_gap_ev": 10.66,
  "spin_multiplicity": 1,
  "e_above_lowest_ev": 0.898,
  "fmax_ev_per_a": 0.5,
  "smiles": "C[C@H]1C[C@H]1CC=O"
}